The following is a quantum chemistry calculation of the ion C4H12N2S with charge -1 in a non-equilibrium geometry, from the OMol25 dataset.

Structure (XYZ):
```
19
Properties=species:S:1:pos:R:3:forces:R:3
S 0.8252 -1.3583 -1.6125 0.6 -0.8 0.6
N -2.3539 -0.5426 0.3723 -0.2 0.0 -1.0
N -0.2702 0.0842 1.2978 0.0 -0.2 -0.1
C 0.7783 2.1997 0.3895 -1.7 -0.8 0.4
C -1.6802 0.2424 1.3794 -1.3 0.5 0.9
C 0.3306 0.7374 0.1243 0.6 0.1 0.2
C 1.4689 -0.1788 -0.3722 -0.1 1.7 -0.1
H -1.7338 -1.1558 -0.1390 0.2 0.0 0.2
H 1.6615 -2.3459 -1.1745 -0.4 0.2 -0.4
H 1.9577 -0.6045 0.5001 -0.1 -0.6 -0.1
H 2.2132 0.4562 -0.8553 0.0 -0.1 -0.2
H 0.5210 2.7909 -0.4943 1.1 0.2 -0.1
H 0.1369 0.4197 2.1617 0.3 0.0 -0.1
H -2.0079 1.3036 1.3258 0.2 -0.1 -0.5
H 1.7657 2.2276 0.8328 0.2 0.5 -0.3
H 0.0427 2.6044 1.1071 0.3 0.0 0.1
H -0.4197 0.8037 -0.6638 -0.2 -0.2 0.1
H -3.1957 -1.0344 0.6168 0.0 0.1 0.4
H -2.0334 -0.0148 2.3881 0.3 -0.4 0.0
```
Forces are in eV/Å.

Max |F|: 1.94 eV/A
Multiplicity: 2
E_LUMO (spin up / spin down): 3.323 / 3.659 eV
Energy above the lowest of the compared OMol25 structures with the same formula, charge and spin: 88.9 kJ/mol
Orbital gap (spin up / spin down): 2.0 / 9.1 eV
Charge: -1

natural (NBO) atomic charge list, values in e, 8 entries:
1 S -0.2634
2 N -0.8908
3 N -0.6613
4 C -1.0502
5 C -0.0710
6 C -0.1050
7 C -0.6185
8 H 0.3827


The following is a quantum chemistry calculation of a cluster of 2 separate species, C4H12N2S in total in a non-equilibrium geometry, from the OMol25 dataset.

Structure (XYZ):
```
19
Properties=species:S:1:pos:R:3:forces:R:3
S -1.7047 -1.1229 1.0815 0.5 0.0 -0.9
N -0.0659 -1.4051 -3.1847 -0.4 0.7 0.2
N -1.5526 0.0328 -2.1275 0.2 0.8 -2.0
C 1.5059 1.2384 2.3557 0.0 -0.5 1.1
C 0.3566 0.2010 2.3818 0.4 -0.1 -0.2
C -0.1491 -0.1108 0.9595 -1.2 -0.2 0.7
C -0.6275 -0.1634 -3.0297 -1.0 0.7 2.0
H 0.5235 -0.6880 0.3266 0.4 0.2 0.3
H 1.1629 2.1791 1.9194 0.1 0.0 0.0
H -1.8055 -1.2212 -0.2910 -0.2 0.1 0.9
H 0.8117 -1.4608 -3.6498 0.4 -0.1 -0.1
H 1.8295 1.4229 3.4184 -0.2 0.0 -1.1
H -0.4562 0.5880 3.0400 0.3 -0.3 -0.7
H 0.6990 -0.7461 2.8490 -0.1 0.5 -0.2
H -0.2422 -2.0649 -2.4390 0.0 0.0 -0.2
H -0.1827 0.6857 -3.5807 -0.3 -0.7 -0.3
H -2.0249 0.9757 -2.2526 1.2 -1.4 0.3
H -0.4527 0.7914 0.4316 0.3 0.1 0.0
H 2.3748 0.8682 1.7916 -0.3 0.1 0.1
```
Forces are in eV/Å.

SMILES string: [H]/N=C/N.CCCS
Max |F|: 2.37 eV/A
E_LUMO: 0.777 eV
Energy above the lowest of the compared OMol25 structures with the same formula, charge and spin: 33.0 kJ/mol
Orbital gap: 9.2 eV
Charge: 0

natural (NBO) atomic charge list, values in e, 8 entries:
1 S -0.1254
2 N -0.8077
3 N -0.7564
4 C -0.6045
5 C -0.4141
6 C -0.4841
7 C 0.2805
8 H 0.2044


The following is a quantum chemistry calculation of the molecule C4H12N2S in a non-equilibrium geometry, from the OMol25 dataset.

Structure (XYZ):
```
19
Properties=species:S:1:pos:R:3:forces:R:3
S 1.8134 0.4056 2.4329 -0.2 0.1 -0.1
N 0.1208 -1.0293 -1.5533 -0.3 -0.4 0.4
N -2.6301 -0.3862 -2.1695 -0.4 -0.1 0.1
C 0.0769 0.5127 0.3712 1.1 0.7 0.0
C -1.9505 0.3494 -1.1351 -0.3 0.0 0.6
C -0.3947 0.2498 -1.0608 -0.8 -0.3 -0.5
C 1.2562 -0.3371 0.8560 0.0 0.5 0.0
H -0.1934 -1.7692 -0.9199 0.2 0.1 -0.1
H -2.5408 -1.3895 -2.1343 0.1 0.2 -0.1
H -0.3310 -1.2581 -2.4325 0.1 0.2 -0.1
H 0.4626 1.5405 0.3999 -0.2 0.0 0.1
H -2.3794 0.0274 -0.1749 0.2 -0.3 -0.1
H -0.0356 1.0220 -1.7524 0.3 -0.1 0.2
H -2.2441 1.4041 -1.1658 0.1 0.0 -0.3
H 0.9903 -1.3749 1.0497 0.1 0.0 -0.2
H 2.7848 -0.4684 2.6710 0.2 -0.2 0.1
H 2.0618 -0.2376 0.1305 0.0 -0.4 0.1
H -0.7047 0.4809 1.1192 -0.5 -0.2 0.0
H -2.6887 -0.0237 -3.1026 0.3 0.1 0.0
```
Forces are in eV/Å.

SMILES string: NC[C@H](N)CCS
Max |F|: 1.32 eV/A
E_LUMO: 0.933 eV
Energy above the lowest of the compared OMol25 structures with the same formula, charge and spin: 35.5 kJ/mol
Orbital gap: 9.9 eV
Charge: 0

natural (NBO) atomic charge list, values in e, 8 entries:
1 S -0.0600
2 N -0.8263
3 N -0.8623
4 C -0.4294
5 C -0.2276
6 C -0.0653
7 C -0.4887
8 H 0.3393


The following is a quantum chemistry calculation of a cluster of 2 separate species, C4H12N2S in total in a non-equilibrium geometry, from the OMol25 dataset.

Structure (XYZ):
```
19
Properties=species:S:1:pos:R:3:forces:R:3
S -0.2414 1.3941 -1.9516 4.0 -0.7 1.6
N 0.5281 -1.7102 -1.2088 -0.8 0.7 -2.4
N -1.7818 -1.6635 1.7270 -0.4 1.0 0.0
C 0.4663 2.4862 -0.6272 -0.2 2.2 0.6
C -0.4306 -2.0537 -0.2299 -0.2 0.2 1.4
C 1.0117 1.7859 0.6123 1.1 -0.7 -0.8
C -1.1038 -1.1866 0.5741 -0.6 -0.8 -0.1
H 1.2440 2.5446 1.3834 -0.3 -0.6 -0.2
H -0.6735 -3.1089 -0.0794 0.5 -0.1 0.4
H -1.5592 -2.6116 1.9404 0.2 -0.4 0.3
H 0.3207 1.0038 0.9121 -0.1 0.2 0.5
H 1.4167 -2.2096 -1.2723 -0.8 -0.2 0.5
H -1.4568 -0.1817 0.2872 1.3 -0.2 0.3
H 0.0833 -1.6996 -2.1572 0.9 0.0 1.0
H -1.7644 -1.0670 2.5759 0.0 -0.6 -1.3
H -0.3180 3.1779 -0.2672 -0.2 -0.6 -0.3
H 1.2316 3.2633 -0.9213 -0.5 -1.2 -0.6
H 1.0572 0.5981 -1.6712 -3.0 1.1 -1.1
H 1.9701 1.2385 0.3736 -0.8 0.6 0.2
```
Forces are in eV/Å.

SMILES string: N/C=C/N.CCS
Max |F|: 4.37 eV/A
E_LUMO: 0.926 eV
Energy above the lowest of the compared OMol25 structures with the same formula, charge and spin: 222.4 kJ/mol
Orbital gap: 8.7 eV
Charge: 0

natural (NBO) atomic charge list, values in e, 8 entries:
1 S -0.0958
2 N -0.8722
3 N -0.8348
4 C -0.5174
5 C -0.1308
6 C -0.6225
7 C -0.0112
8 H 0.2142


The following is a quantum chemistry calculation of the molecule C4H12N2S in a non-equilibrium geometry, from the OMol25 dataset.

Structure (XYZ):
```
19
Properties=species:S:1:pos:R:3:forces:R:3
S 2.3540 -0.8452 -1.2399 2.4 0.9 1.5
N -0.5788 2.8743 0.1181 -0.8 0.1 1.1
N -0.3498 0.5625 0.7654 2.6 -0.6 0.9
C -0.7028 -0.3300 -0.3192 -1.1 -0.2 0.5
C -1.0628 1.7690 0.9668 -3.3 -1.2 1.7
C -0.0844 -1.6949 -0.1289 0.8 -0.4 1.5
C 1.4801 -1.8673 -0.0889 -1.5 -0.5 0.0
H 0.3699 2.8643 0.4353 0.9 0.8 -0.4
H 1.8397 -1.5697 0.8876 0.2 -0.2 0.2
H -2.1047 1.3249 0.8342 0.6 1.7 -0.6
H -1.2166 1.9793 2.2090 1.3 0.3 -3.5
H -0.4479 -2.0454 0.9177 0.3 0.2 -2.0
H -0.4773 -2.2773 -0.9585 0.0 -0.6 0.2
H -1.7882 -0.6166 -0.4049 0.6 0.9 0.9
H 0.6678 0.8225 0.6663 -1.3 -0.8 0.1
H 1.7064 -2.9282 -0.3072 0.0 0.5 0.5
H 1.5317 -0.9521 -2.1775 -1.8 -0.3 -2.3
H -0.5527 0.1430 -1.2644 0.7 0.1 -1.2
H -0.5837 2.7869 -0.9111 -0.3 -0.6 1.0
```
Forces are in eV/Å.

SMILES string: NCNCCCS
Max |F|: 3.90 eV/A
E_LUMO: 0.794 eV
Energy above the lowest of the compared OMol25 structures with the same formula, charge and spin: 177.8 kJ/mol
Orbital gap: 9.4 eV
Charge: 0

natural (NBO) atomic charge list, values in e, 8 entries:
1 S -0.0109
2 N -0.8560
3 N -0.6650
4 C -0.2303
5 C -0.0601
6 C -0.3974
7 C -0.5447
8 H 0.3447


The following is a quantum chemistry calculation of the molecule C4H12N2S in a non-equilibrium geometry, from the OMol25 dataset.

Structure (XYZ):
```
19
Properties=species:S:1:pos:R:3:forces:R:3
S 0.0307 -0.8041 -2.5477 -0.1 -0.4 -0.3
N 0.9097 -2.2419 0.7799 0.7 -0.4 0.1
N -0.5095 -0.2492 0.7871 0.0 -0.7 -0.3
C 0.1136 2.1071 0.2772 0.2 -0.2 -0.2
C 0.1202 0.6368 -0.1781 -0.6 -0.2 0.0
C 0.3456 -1.1707 1.5306 -0.2 0.6 0.4
C -0.5986 0.5353 -1.5395 0.1 1.0 0.5
H 0.2885 -3.0086 0.5816 -0.3 0.2 -0.2
H -1.1055 -1.4802 -2.7592 0.0 0.0 0.1
H -0.2662 -1.5849 2.3218 -0.2 -0.2 0.2
H -1.6670 0.5151 -1.3414 -0.1 -0.4 -0.2
H -0.6632 2.6692 -0.2475 -0.1 0.0 0.2
H -0.0598 2.1772 1.3475 0.1 0.1 0.1
H -1.2257 0.1771 1.3536 0.1 0.2 0.0
H 1.1508 -0.6361 2.0680 0.1 0.0 -0.4
H -0.4337 1.4819 -2.0531 0.2 -0.1 -0.3
H 1.0596 2.5846 0.0449 0.1 0.2 0.0
H 1.1226 0.2433 -0.3658 0.2 0.3 0.3
H 1.3879 -1.9520 -0.0599 -0.1 0.0 0.0
```
Forces are in eV/Å.

SMILES string: C[C@H](CS)NCN
Max |F|: 1.13 eV/A
E_LUMO: 0.961 eV
Energy above the lowest of the compared OMol25 structures with the same formula, charge and spin: 43.2 kJ/mol
Orbital gap: 9.5 eV
Charge: 0

natural (NBO) atomic charge list, values in e, 8 entries:
1 S -0.0446
2 N -0.8478
3 N -0.6671
4 C -0.6291
5 C -0.0588
6 C -0.0452
7 C -0.5286
8 H 0.3643